Record 1
Entry from the Open Molecules 2025 dataset: a structure of composition C16H17F4N2Rh (the ωB97M-V functional and the def2-TZVPD basis).

The calculation puts the molar mass at 416.22 g/mol. As for the energy: -33707.0184 eV. The LUMO energy (spin up / spin down) comes out at -6.3570 / -9.0252 eV. The multiplicity is 5. Its expectation value of S² is 6.052. The value obtained for the max |F| is 0.43 eV/Å. Its charge is +2.

Atoms and positions in Å:
C -0.36 1.42 2.96
C -2.11 -1.69 0.66
C -1.49 -1.73 -0.63
C 0.31 -0.99 -2.08
H 3.27 -1.09 -0.91
C -3.15 -2.48 1.01
F -3.55 -4.37 -2.03
H 2.51 2.70 1.67
H 2.02 -0.06 -2.94
H 3.54 1.49 -1.90
C -1.29 2.08 2.13
H -4.50 -4.04 0.37
F -1.52 -2.86 -2.73
H 2.17 2.56 -1.62
C 2.63 -0.49 -0.26
C 1.46 2.48 1.76
H 1.93 -1.20 0.20
H 1.72 1.16 3.45
H 3.25 -0.06 0.52
N -0.50 -0.87 -0.86
H -0.71 0.78 3.75
H 3.23 2.08 -0.27
C 1.25 0.19 -2.21
N 1.89 0.59 -0.94
F -1.58 -0.84 1.57
C -3.66 -3.40 0.10
C -2.02 -2.71 -1.52
Rh 0.27 0.55 0.69
H -0.30 -1.03 -2.97
F -3.65 -2.38 2.23
H -1.55 3.44 0.49
C 2.76 1.75 -1.19
C -0.84 2.91 1.11
H 0.71 1.06 -2.58
H 0.88 3.80 0.16
H 0.86 -1.94 -2.05
C -3.09 -3.50 -1.15
C 0.53 3.11 0.92
H -2.35 1.96 2.31
C 1.01 1.62 2.78

Here are the natural (NBO) charges for atoms 1 to 8, given in e: atom 1 (C): -0.2077, atom 2 (C): 0.3127, atom 3 (C): 0.0441, atom 4 (C): -0.2857, atom 5 (H): 0.2494, atom 6 (C): 0.3563, atom 7 (F): -0.2537, atom 8 (H): 0.2530

***

Record 2
Entry from the Open Molecules 2025 dataset: a structure of composition C3H2I2O2 at a distorted geometry (the ωB97M-V functional and the def2-TZVPD basis).

The calculation puts the molar mass at 323.85 g/mol. As for the energy: -23436.4595 eV. The LUMO energy comes out at -0.4827 eV. The relative energy (zero: lowest compared OMol25 entry of this formula, charge and spin) is 64.3 kcal per mole. The value obtained for the max |F| is 3.67 eV/Å.

Atoms and positions in Å:
H -0.86 1.09 -0.83
O -0.34 0.10 2.70
C 0.85 -0.12 -0.27
C -0.61 0.05 -0.65
C -0.43 -0.05 1.56
I 2.03 1.51 -1.08
O -1.27 -0.09 0.59
H -1.15 -0.53 -1.41
I 1.78 -1.96 -0.62

Here are the natural (NBO) charges for atoms 1 to 8, given in e: atom 1 (H): 0.2113, atom 2 (O): -0.4553, atom 3 (C): -0.6467, atom 4 (C): -0.1924, atom 5 (C): 0.9765, atom 6 (I): 0.1616, atom 7 (O): -0.4752, atom 8 (H): 0.2214

***

Record 3
Entry from the Open Molecules 2025 dataset: a cluster of 6 separate species, C22H35F9N2O7S6 in total at a distorted geometry (the ωB97M-V functional and the def2-TZVPD basis).

The calculation puts the molar mass at 802.91 g/mol. As for the energy: -130155.4561 eV. The LUMO energy comes out at -0.2779 eV. The value obtained for the max |F| is 6.16 eV/Å.

Atoms and positions in Å:
H 0.71 4.89 -8.74
C 3.42 2.90 -2.69
H 3.78 -5.84 6.49
O -0.85 4.11 -0.34
C -5.90 2.95 -2.17
C -2.51 -0.34 -2.85
C -1.59 -2.45 6.30
C 3.19 -6.71 6.20
H -5.04 3.62 -2.20
H -4.18 -0.25 4.94
C -1.14 0.88 -0.86
H 1.96 -3.39 1.13
H 2.53 3.64 -6.55
C 4.74 -2.53 3.34
O 2.15 -2.06 3.76
C -3.50 -0.68 5.67
H 0.56 1.12 2.36
H 2.56 -7.03 7.03
H -0.17 -1.40 2.38
H -0.92 -3.26 6.02
C 1.83 2.96 -7.03
S 2.16 -6.32 4.77
C -0.37 1.46 0.31
N -1.39 1.72 -1.93
C 1.29 -4.95 5.55
F 2.00 4.76 -0.87
C 4.09 1.60 -3.29
N -2.24 -1.20 -1.85
H -1.45 -2.42 0.41
H 5.07 -1.77 4.05
H 2.00 -4.19 5.88
S 0.17 3.22 0.22
O 3.06 -5.73 3.73
C 2.92 -3.47 1.63
H -7.19 0.46 -2.31
H -6.81 3.55 -2.13
F 4.58 0.74 -2.35
S 0.14 3.57 -6.81
S -2.62 -2.04 4.88
C -1.56 -0.53 -0.83
C -1.17 -1.33 0.39
S -5.90 1.96 -3.68
C -0.02 0.68 1.51
H 1.13 5.72 -7.22
O -0.75 2.70 -7.63
H -2.22 -2.77 7.13
O -1.73 -1.45 3.84
H -3.10 -0.75 -3.72
H -7.53 0.26 -4.05
F 1.85 1.28 -1.83
H 2.93 -4.37 2.26
F 3.19 3.75 -3.78
H -2.79 0.07 6.00
F 5.21 2.04 -4.00
H -8.22 1.64 -3.17
C -2.10 1.13 -2.92
H 5.48 -2.61 2.54
F 4.36 3.53 -1.91
C 2.02 2.65 -1.97
H -0.56 5.64 -7.75
C 0.39 5.10 -7.72
C -0.45 -0.76 1.51
H 0.61 -4.52 4.81
H 4.63 -3.48 3.86
H 2.06 2.87 -8.10
C -7.36 0.98 -3.25
C 1.84 3.41 -0.60
F 3.31 0.97 -4.23
H 3.72 -3.53 0.89
H -2.36 1.75 -3.82
O -4.72 1.05 -3.61
H -5.82 2.30 -1.30
H -4.07 -1.06 6.52
F 2.78 3.02 0.35
H 0.71 -5.32 6.40
H -1.00 -1.58 6.59
H 1.90 1.97 -6.57
H 3.86 -7.53 5.93
O 0.37 3.64 1.62
S 3.16 -2.01 2.65
F 1.05 3.16 -2.83

Here are the Mulliken charges for atoms 1 to 8, given in e: atom 1 (H): 0.3123, atom 2 (C): 0.4222, atom 3 (H): 0.2913, atom 4 (O): -0.6257, atom 5 (C): -0.9329, atom 6 (C): -0.1703, atom 7 (C): -0.4842, atom 8 (C): -0.9676

***

Record 4
Entry from the Open Molecules 2025 dataset: a cluster of 2 separate species, C4H9NO in total (the ωB97M-V functional and the def2-TZVPD basis).

The calculation puts the molar mass at 87.12 g/mol. As for the energy: -7829.9046 eV. The LUMO energy comes out at 1.0674 eV. The relative energy (zero: lowest compared OMol25 entry of this formula, charge and spin) is 55.7 kcal per mole. The SMILES is C/N=C/O.C=C. The value obtained for the max |F| is 0.59 eV/Å.

Atoms and positions in Å:
C -1.87 -1.12 -0.14
H 0.86 1.17 0.94
H 2.90 -0.02 0.22
H 0.66 0.59 -1.82
H -2.21 -0.95 -1.17
H 1.13 -1.06 -1.17
H 2.45 1.65 -0.48
N -0.82 -0.20 0.18
O 0.12 1.36 1.55
C 2.27 0.58 -0.44
H -2.73 -1.05 0.54
C 1.32 0.01 -1.18
C -0.88 0.55 1.19
H -1.73 0.62 1.87
H -1.47 -2.14 -0.09

Here are the natural (NBO) charges for atoms 1 to 8, given in e: atom 1 (C): -0.4214, atom 2 (H): 0.5062, atom 3 (H): 0.2032, atom 4 (H): 0.1986, atom 5 (H): 0.1982, atom 6 (H): 0.1983, atom 7 (H): 0.2011, atom 8 (N): -0.5131

***

Record 5
Entry from the Open Molecules 2025 dataset: an isolated molecule of CH2N4O at a distorted geometry (the ωB97M-V functional and the def2-TZVPD basis).

The calculation puts the molar mass at 86.05 g/mol. As for the energy: -9072.5304 eV. The LUMO energy comes out at -0.2330 eV. The relative energy (zero: lowest compared OMol25 entry of this formula, charge and spin) is 86.9 kcal per mole. The SMILES is [H]/N=c1/nno[nH]1. The value obtained for the max |F| is 4.54 eV/Å.

Atoms and positions in Å:
H 1.10 -0.31 2.08
H -0.83 -1.47 -0.17
N 0.07 -1.02 -0.45
N -0.17 1.43 -0.44
C 0.33 0.28 0.37
O -0.59 -0.45 -1.50
N -0.76 1.05 -1.41
N 0.86 0.49 1.52

Table of natural (NBO) atomic charges, one value per atom, all in e: atom 1 (H): 0.3708, atom 2 (H): 0.3888, atom 3 (N): -0.3271, atom 4 (N): -0.1670, atom 5 (C): 0.4486, atom 6 (O): -0.3166, atom 7 (N): 0.2064, atom 8 (N): -0.6040

***

Copy entry 2 word for word.
Entry from the Open Molecules 2025 dataset: a structure of composition C3H2I2O2 at a distorted geometry (the ωB97M-V functional and the def2-TZVPD basis).

The calculation puts the molar mass at 323.85 g/mol. As for the energy: -23436.4595 eV. The LUMO energy comes out at -0.4827 eV. The relative energy (zero: lowest compared OMol25 entry of this formula, charge and spin) is 64.3 kcal per mole. The value obtained for the max |F| is 3.67 eV/Å.

Atoms and positions in Å:
H -0.86 1.09 -0.83
O -0.34 0.10 2.70
C 0.85 -0.12 -0.27
C -0.61 0.05 -0.65
C -0.43 -0.05 1.56
I 2.03 1.51 -1.08
O -1.27 -0.09 0.59
H -1.15 -0.53 -1.41
I 1.78 -1.96 -0.62

Here are the natural (NBO) charges for atoms 1 to 8, given in e: atom 1 (H): 0.2113, atom 2 (O): -0.4553, atom 3 (C): -0.6467, atom 4 (C): -0.1924, atom 5 (C): 0.9765, atom 6 (I): 0.1616, atom 7 (O): -0.4752, atom 8 (H): 0.2214